DFT (ωB97M-V/def2-TZVPD) results for the molecule C8H12N2O2 at a distorted geometry.

molecular weight = 168.2 g mol⁻¹
DFT total energy = -571.9367 Ha
E_LUMO = 0.023 hartree
SMILES = C=C(C)Nc1cc(O)n(C)c1O
relative energy (zero: lowest compared OMol25 entry of this formula, charge and spin) = 85.77 kcal per mole
highest occupied orbital energy = -0.2616 Eh

Atoms and positions in Å:
1 C 0.246 -1.013 -0.491
2 C -0.128 0.314 -0.420
3 C 1.622 -1.014 -0.194
4 C 1.022 1.022 -0.063
5 C -2.522 0.052 -0.047
6 C -3.635 -0.080 -0.692
7 C -2.096 -0.437 1.318
8 C 3.444 0.550 0.308
9 N 2.047 0.208 0.087
10 N -1.442 0.814 -0.643
11 O 2.480 -2.086 -0.252
12 O 1.077 2.361 0.242
13 H -3.679 0.469 -1.647
14 H -4.438 -0.604 -0.326
15 H -0.353 -1.820 -0.844
16 H -1.546 0.397 1.653
17 H -1.380 -1.274 1.394
18 H -3.060 -0.700 1.869
19 H 3.811 -0.291 0.983
20 H 4.117 0.593 -0.656
21 H 3.337 1.422 0.850
22 H -1.596 1.203 -1.596
23 H 2.542 -2.461 -1.129
24 H 0.130 2.375 0.296

Atomic forces in eV per Å
C 2.8 -0.7 0.0
C 0.3 1.3 -0.2
C -2.5 -3.6 -1.4
C -2.2 1.4 -0.3
C 3.8 0.2 0.1
C -0.1 1.3 -2.1
C -2.2 -1.3 -0.2
C 0.8 -2.9 -0.9
N 2.1 -0.2 -0.5
N -0.1 0.7 -0.1
O 0.5 0.4 0.8
O 0.5 -1.1 -0.2
H -0.4 -0.6 0.4
H -1.8 -1.0 0.7
H -0.1 -0.5 0.0
H 0.3 1.0 1.4
H -0.6 0.2 -0.5
H 1.5 0.6 -0.2
H 0.0 1.3 -0.9
H -1.6 0.1 1.8
H 0.8 2.1 0.9
H -0.1 -0.7 1.1
H -0.2 0.1 -0.3
H -1.4 1.8 0.4